No. 1
123
Properties=species:S:1:pos:R:3:mulliken_charge:R:1 method="wB97M-V/def2-TZVPD" gap_ha="0.307 / 0.354" total_energy_ha=-5434.33537 homo_energy_ha="-0.287 / -0.335" spin_multiplicity=2 e_lumo_ha="0.019 / 0.019"
C -7.022 -1.030 -2.678 -1.525
C -5.717 -0.835 -1.884 -0.292
C -4.832 -2.090 -1.864 -0.880
Br -5.241 -3.055 -0.192 -0.087
C -3.312 -1.831 -2.023 2.940
C -2.889 -0.722 -1.026 -2.273
C -1.443 -0.656 -0.571 1.275
C -0.342 -0.626 -1.433 0.189
C 0.952 -0.528 -0.950 -1.650
C 1.185 -0.426 0.414 -0.691
C 0.104 -0.458 1.278 -0.930
C -1.188 -0.579 0.794 -0.875
C -3.093 -1.308 -3.454 -1.422
C -3.103 -2.349 -4.601 2.027
C -4.208 -1.962 -5.591 -1.636
C -1.754 -2.301 -5.350 -2.011
N -3.364 -3.735 -4.134 0.791
O -4.530 -4.208 -4.346 -0.710
C -2.641 -4.207 -2.915 1.738
C -3.375 -5.419 -2.353 -1.723
C -1.240 -4.688 -3.361 -1.950
C -2.487 -3.101 -1.837 -2.602
H -7.856 -1.294 -2.032 0.342
H -7.291 -0.097 -3.177 0.377
H -6.912 -1.777 -3.462 0.336
H -5.177 0.003 -2.320 0.275
H -5.987 -0.559 -0.867 0.470
H -5.178 -2.758 -2.649 0.638
H -3.146 0.250 -1.459 0.460
H -3.498 -0.815 -0.125 0.468
H -0.477 -0.678 -2.504 0.680
H 1.785 -0.528 -1.642 0.685
H 2.187 -0.324 0.803 0.566
H 0.295 -0.373 2.339 0.681
H -1.998 -0.577 1.513 0.389
H -3.810 -0.524 -3.696 0.705
H -2.126 -0.812 -3.464 -0.466
H -3.956 -0.975 -5.982 0.511
H -4.299 -2.682 -6.399 0.423
H -5.164 -1.857 -5.081 0.100
H -0.926 -2.094 -4.674 0.007
H -1.569 -3.268 -5.814 0.301
H -1.806 -1.560 -6.144 0.683
H -4.362 -5.171 -1.974 0.275
H -3.477 -6.190 -3.116 0.446
H -2.776 -5.834 -1.542 0.456
H -0.844 -5.395 -2.636 0.468
H -0.546 -3.859 -3.485 0.296
H -1.321 -5.190 -4.326 0.398
H -2.732 -3.556 -0.878 0.791
H -1.435 -2.838 -1.766 0.464
F 4.525 -0.631 1.124 -0.349
C 4.953 -1.369 2.173 0.531
C 4.939 -2.744 2.068 -0.473
C 5.372 -3.493 3.153 -0.311
C 5.801 -2.864 4.314 -0.604
C 5.801 -1.479 4.391 -0.359
C 5.377 -0.716 3.313 -0.472
H 4.592 -3.211 1.157 0.439
H 5.371 -4.573 3.090 0.372
H 6.133 -3.454 5.157 0.394
H 6.129 -0.985 5.296 0.383
H 5.370 0.365 3.348 0.448
F 1.428 -1.908 4.777 -0.349
C 1.136 -0.775 5.449 0.320
C 1.619 0.425 4.970 -0.004
C 1.309 1.592 5.656 -0.457
C 0.535 1.542 6.807 -0.705
C 0.068 0.320 7.271 -0.524
C 0.364 -0.853 6.591 -0.548
H 2.225 0.440 4.073 0.540
H 1.671 2.542 5.287 0.435
H 0.294 2.451 7.335 0.498
H -0.531 0.277 8.171 0.382
H 0.004 -1.815 6.931 0.442
F -0.674 4.375 4.317 -0.245
C -1.281 4.259 3.116 0.403
C -1.151 3.077 2.416 -0.662
C -1.777 2.965 1.183 0.121
C -2.510 4.026 0.669 -0.865
C -2.623 5.204 1.395 -0.239
C -2.007 5.328 2.632 -0.690
H -0.569 2.264 2.832 0.537
H -1.683 2.044 0.624 0.433
H -2.993 3.934 -0.295 0.419
H -3.192 6.034 0.997 0.368
H -2.085 6.235 3.217 0.431
F 1.584 3.364 9.074 -0.297
C 2.625 4.223 9.101 0.497
C 3.816 3.805 9.658 -0.516
C 4.883 4.691 9.677 -0.278
C 4.745 5.968 9.150 -0.571
C 3.533 6.361 8.598 -0.280
C 2.459 5.484 8.567 -0.483
H 3.899 2.806 10.065 0.417
H 5.827 4.381 10.105 0.355
H 5.579 6.655 9.170 0.372
H 3.421 7.356 8.188 0.355
H 1.507 5.766 8.137 0.433
F 0.943 -3.557 -6.268 -0.356
C 1.914 -2.662 -5.994 0.486
C 3.020 -3.072 -5.278 -0.519
C 4.002 -2.136 -4.985 -0.378
C 3.862 -0.818 -5.398 -0.652
C 2.735 -0.432 -6.112 -0.358
C 1.749 -1.359 -6.420 -0.325
H 3.102 -4.102 -4.958 0.453
H 4.878 -2.439 -4.429 0.398
H 4.628 -0.092 -5.162 0.421
H 2.619 0.596 -6.429 0.445
H 0.862 -1.081 -6.973 0.395
F -0.312 1.058 -4.842 0.003
C 0.423 2.157 -4.564 0.125
C 0.277 3.274 -5.362 -0.583
C 1.037 4.398 -5.068 -0.405
C 1.921 4.387 -3.998 -0.566
C 2.046 3.248 -3.214 -0.674
C 1.291 2.119 -3.492 0.074
H -0.415 3.257 -6.192 0.428
H 0.935 5.285 -5.678 0.390
H 2.510 5.266 -3.774 0.400
H 2.734 3.237 -2.379 0.434
H 1.364 1.223 -2.891 0.394


No. 2
130
Properties=species:S:1:pos:R:3:mulliken_charge:R:1 method="wB97M-V/def2-TZVPD" gap_ha=0.286 total_energy_ha=-6451.36365 homo_energy_ha=-0.280 e_above_lowest_kcal_mol=5.7 e_lumo_ha=0.006
In 0.833 0.056 0.577 2.252
C -4.673 -3.450 -0.746 -2.001
C -3.811 -2.730 0.266 1.499
C -4.444 -2.709 1.654 -1.508
O -3.575 -1.379 -0.160 -0.188
C -2.190 -1.039 -0.022 0.771
C -1.641 -2.311 0.698 -0.959
O -2.545 -3.327 0.291 -0.271
C -0.189 -2.838 0.728 1.703
O 0.626 -1.837 1.260 -0.606
C 0.391 -3.384 -0.579 0.227
C -0.323 -4.196 -1.460 0.508
C 0.298 -4.769 -2.559 -1.043
C 1.643 -4.540 -2.808 -0.850
C 2.362 -3.731 -1.942 -0.647
C 1.741 -3.164 -0.838 -0.533
C -0.206 -3.971 1.782 0.430
C -0.293 -3.594 3.122 -0.271
C -0.345 -4.547 4.125 -1.012
C -0.304 -5.900 3.809 -0.632
C -0.210 -6.281 2.482 -1.044
C -0.162 -5.323 1.475 -0.263
C -1.616 -0.409 -1.320 1.603
O -0.268 -0.113 -1.128 -1.254
C -1.775 -1.235 -2.604 0.469
C -3.034 -1.485 -3.146 -0.536
C -3.166 -2.134 -4.362 -0.867
C -2.038 -2.517 -5.077 -0.880
C -0.783 -2.245 -4.558 -0.243
C -0.653 -1.616 -3.326 0.507
C -2.345 0.921 -1.618 0.240
C -3.565 1.309 -1.080 0.340
C -4.099 2.564 -1.357 -0.947
C -3.437 3.441 -2.198 -1.007
C -2.233 3.046 -2.772 -0.357
C -1.698 1.802 -2.485 -0.502
H -5.613 -2.915 -0.885 0.355
H -4.893 -4.456 -0.389 0.435
H -4.151 -3.513 -1.697 0.437
H -5.402 -2.189 1.613 0.361
H -3.794 -2.200 2.366 0.002
H -4.608 -3.728 2.001 0.511
H -2.123 -0.222 0.713 -0.706
H -1.822 -2.085 1.756 -0.544
H -1.371 -4.384 -1.285 0.466
H -0.282 -5.387 -3.233 0.430
H 2.126 -4.991 -3.666 0.429
H 3.415 -3.547 -2.115 0.521
H 2.316 -2.564 -0.143 0.621
H -0.310 -2.543 3.374 0.206
H -0.409 -4.231 5.159 0.447
H -0.341 -6.647 4.592 0.390
H -0.169 -7.330 2.219 0.441
H -0.082 -5.649 0.448 0.412
H -3.918 -1.151 -2.620 0.519
H -4.154 -2.324 -4.764 0.430
H -2.140 -3.013 -6.034 0.406
H 0.105 -2.542 -5.100 0.463
H 0.325 -1.427 -2.908 -0.803
H -4.108 0.637 -0.435 0.445
H -5.047 2.849 -0.915 0.476
H -3.858 4.413 -2.420 0.417
H -1.709 3.709 -3.447 0.500
H -0.750 1.502 -2.913 0.191
C 5.653 3.525 0.703 -0.767
C 5.935 2.369 1.650 -0.678
N 4.729 1.849 2.303 0.253
C 4.441 2.293 3.670 -1.123
C 3.488 3.478 3.733 -0.057
C 3.917 1.038 1.631 0.425
S 2.517 0.416 2.432 -0.483
N 4.364 0.629 0.431 -0.257
C 3.631 0.395 -0.616 -0.780
O 2.395 0.717 -0.761 0.691
C 4.284 -0.223 -1.803 0.496
C 3.490 -0.636 -2.868 -0.245
C 4.075 -1.206 -3.988 -0.791
C 5.453 -1.358 -4.049 -0.463
C 6.248 -0.943 -2.987 -0.811
C 5.666 -0.378 -1.865 -0.336
H 6.581 3.838 0.222 0.419
H 5.233 4.379 1.232 0.240
H 4.944 3.229 -0.067 0.037
H 6.606 2.687 2.448 0.428
H 6.409 1.545 1.117 0.347
H 5.402 2.555 4.113 0.360
H 4.044 1.451 4.234 0.529
H 3.893 4.341 3.207 0.217
H 3.314 3.756 4.773 0.436
H 2.532 3.222 3.280 -0.395
H 2.416 -0.521 -2.800 0.508
H 3.453 -1.542 -4.807 0.477
H 5.909 -1.803 -4.923 0.414
H 7.322 -1.062 -3.036 0.425
H 6.269 -0.053 -1.029 0.471
C 0.745 6.531 -1.192 -0.976
N 1.149 5.274 -1.782 0.336
C 1.050 4.955 -3.127 -0.784
C 1.467 3.682 -3.264 -0.664
N 1.824 3.242 -2.010 0.709
C 1.635 4.212 -1.085 0.064
S 1.979 4.118 0.564 -0.484
H 1.313 7.353 -1.626 0.358
H 0.949 6.473 -0.125 0.299
H -0.320 6.697 -1.356 0.321
H 0.705 5.666 -3.854 0.515
H 1.543 3.058 -4.135 0.498
H 2.090 2.295 -1.738 -0.382
C -5.138 -0.076 4.618 -0.959
N -4.085 0.482 3.784 0.042
C -4.479 1.163 2.560 -0.416
C -2.869 -0.031 3.853 0.518
N -1.793 -0.449 3.918 -0.513
H -5.761 0.730 5.006 0.316
H -4.693 -0.610 5.453 0.384
H -5.763 -0.768 4.045 0.275
H -5.063 2.051 2.808 0.476
H -5.073 0.502 1.923 0.213
H -3.590 1.470 2.014 -0.244
Br -0.728 3.281 5.391 -0.162
C -0.900 3.072 3.525 -0.506
C -1.598 3.996 2.767 -0.482
C -1.688 3.780 1.405 -1.301
C -1.069 2.667 0.861 -0.125
N -0.431 1.764 1.605 1.116
C -0.336 1.967 2.921 -1.154
H -2.053 4.859 3.234 0.531
H -2.216 4.464 0.757 0.677
H -1.099 2.484 -0.204 0.365
H 0.175 1.220 3.511 0.760


No. 3
154
Properties=species:S:1:pos:R:3:mulliken_charge:R:1 method="wB97M-V/def2-TZVPD" gap_ha=0.286 total_energy_ha=-5673.49841 homo_energy_ha=-0.325 e_lumo_ha=-0.039
C 5.391 -1.930 5.093 -0.869
C 6.431 -0.837 4.933 -0.804
N 5.839 0.524 4.868 -0.150
C 4.579 0.600 4.226 0.335
C 3.454 0.867 5.018 -0.677
C 2.181 0.914 4.477 -0.684
C 2.021 0.638 3.124 0.558
C 3.135 0.373 2.311 -0.190
C 4.440 0.370 2.842 0.309
C 5.643 0.125 1.970 -1.812
C 6.678 1.263 2.011 -0.877
C 6.832 1.947 0.636 -0.943
C 6.317 3.393 0.636 -0.302
S 5.264 3.714 -0.820 -0.236
C 3.791 4.250 -0.087 0.404
N 2.593 4.139 -0.563 -0.097
N 1.749 4.722 0.377 -0.330
C 2.505 5.115 1.338 -0.123
O 3.818 4.869 1.124 -0.281
C 2.819 0.126 0.883 0.063
O 3.540 0.405 -0.042 -0.592
C 1.497 -0.518 0.618 0.550
C 1.424 -1.408 -0.434 -1.375
C 0.237 -2.083 -0.686 1.416
C 0.250 -3.089 -1.811 -1.733
C 0.453 -2.424 -3.157 -0.013
N -0.472 -2.155 -3.968 -0.779
C -0.904 -1.823 0.106 0.410
C -2.121 -2.616 -0.251 -1.062
C -2.861 -2.252 -1.375 -0.689
C -3.845 -3.113 -1.840 -0.727
C -4.069 -4.270 -1.105 -0.719
C -3.337 -4.514 0.044 -0.750
N -2.356 -3.712 0.468 -0.504
C -0.870 -0.895 1.163 0.410
C -2.109 -0.650 2.006 -1.491
C -2.760 0.736 1.870 0.036
O -4.174 0.609 1.734 -0.469
Si -5.061 1.916 2.267 0.641
C -6.598 2.126 1.230 -1.117
C -5.606 1.690 4.049 -1.166
C -4.104 3.521 2.174 -1.001
C 0.375 -0.248 1.425 1.287
C 0.647 0.686 2.557 -0.292
O -0.155 1.454 3.016 -0.629
H 4.669 -1.629 5.848 0.234
H 4.863 -2.141 4.165 0.160
H 5.831 -2.860 5.441 0.599
H 7.095 -0.837 5.793 0.570
H 7.059 -0.993 4.059 0.178
H 5.715 0.864 5.811 0.420
H 3.572 1.025 6.081 0.328
H 1.324 1.145 5.090 0.536
H 5.347 -0.052 0.950 0.749
H 6.104 -0.802 2.320 0.545
H 7.646 0.910 2.355 0.410
H 6.378 2.009 2.739 0.551
H 6.353 1.380 -0.157 0.633
H 7.892 1.978 0.387 0.383
H 5.725 3.582 1.524 0.454
H 7.121 4.115 0.619 0.007
H 2.146 5.585 2.234 0.459
H 2.304 -1.610 -1.026 0.714
H 1.078 -3.778 -1.638 0.528
H -0.642 -3.702 -1.863 0.550
H 1.478 -2.198 -3.440 0.631
H -1.375 -2.439 -3.589 0.285
H -2.624 -1.350 -1.920 1.159
H -4.384 -2.891 -2.745 0.790
H -4.808 -4.989 -1.429 0.571
H -3.525 -5.409 0.620 0.498
H -2.873 -1.373 1.732 0.673
H -1.854 -0.863 3.044 0.368
H -2.547 1.294 2.767 0.683
H -2.344 1.263 1.011 -0.306
H -7.027 1.196 0.885 0.321
H -6.335 2.752 0.378 0.249
H -7.313 2.697 1.820 0.338
H -6.454 2.354 4.212 0.333
H -4.835 1.976 4.762 0.299
H -5.932 0.675 4.263 0.340
H -3.236 3.458 2.833 0.312
H -4.703 4.348 2.547 0.432
H -3.722 3.733 1.177 0.205
C -4.609 -9.816 -1.785 -0.432
C -3.776 -8.553 -1.722 0.313
O -4.726 -7.552 -2.043 -0.246
C -5.957 -8.007 -1.663 0.638
O -6.919 -7.326 -1.562 -0.489
O -5.905 -9.334 -1.411 -0.333
F -2.784 -8.541 -2.642 -0.290
H -4.644 -10.210 -2.801 0.287
H -4.278 -10.592 -1.102 0.271
H -3.349 -8.341 -0.740 0.285
C -7.358 -1.935 -3.112 -0.466
C -8.142 -0.645 -3.201 0.294
O -7.121 0.329 -3.041 -0.259
C -5.958 -0.204 -3.485 0.707
O -4.969 0.415 -3.696 -0.595
O -6.087 -1.543 -3.647 -0.291
F -9.047 -0.528 -2.207 -0.281
H -7.240 -2.260 -2.077 0.262
H -7.783 -2.741 -3.702 0.324
H -8.646 -0.481 -4.155 0.277
C -5.682 3.170 -5.147 0.270
C -4.997 4.489 -4.870 0.524
O -5.979 5.427 -5.293 -0.371
C -7.200 4.847 -5.146 0.605
O -8.234 5.425 -5.174 -0.522
O -7.064 3.513 -4.964 -0.299
F -3.876 4.651 -5.618 -0.309
H -5.524 2.852 -6.179 0.243
H -5.384 2.374 -4.473 -0.300
H -4.755 4.668 -3.823 0.251
C 7.825 8.759 0.396 -0.457
C 6.818 7.759 -0.132 0.306
O 7.486 6.527 0.075 -0.241
C 8.342 6.685 1.124 0.627
O 8.861 5.795 1.707 -0.497
O 8.497 7.998 1.406 -0.340
F 6.574 7.923 -1.451 -0.289
H 8.536 9.044 -0.381 0.279
H 7.374 9.649 0.824 0.275
H 5.868 7.744 0.404 0.298
C -1.126 1.405 -1.592 0.116
C -0.476 2.764 -1.443 0.492
O -1.475 3.627 -1.963 -0.410
C -2.682 3.029 -1.789 0.409
O -3.727 3.584 -1.883 -0.520
O -2.519 1.725 -1.470 -0.021
F 0.648 2.877 -2.185 -0.310
H -0.935 0.982 -2.580 0.336
H -0.827 0.695 -0.824 -0.609
H -0.252 3.056 -0.415 0.385
C 3.224 -2.866 -5.978 -0.407
C 3.766 -3.370 -7.297 0.327
O 5.062 -3.814 -6.937 -0.310
C 5.036 -4.170 -5.621 0.602
O 5.870 -4.802 -5.072 -0.499
O 3.904 -3.702 -5.036 -0.248
F 3.867 -2.389 -8.224 -0.276
H 3.504 -1.824 -5.812 0.270
H 2.146 -2.972 -5.882 0.280
H 3.210 -4.204 -7.728 0.274
C 0.495 -3.798 4.587 -0.366
C 0.495 -2.390 5.144 1.100
O 1.370 -2.503 6.251 -0.361
C 2.245 -3.517 5.992 0.574
O 3.262 -3.696 6.570 -0.505
O 1.804 -4.254 4.945 -0.349
F -0.729 -2.004 5.575 -0.339
H -0.256 -4.413 5.083 0.291
H 0.354 -3.842 3.511 0.209
H 0.882 -1.631 4.460 -0.288